1.
This record from the OMol25 dataset describes a molecular structure, C25H28BN7O2Os in a non-equilibrium geometry. The level of theory is wB97M-V/def2-TZVPD.

Summary:
⟨S²⟩	6.050
E	-44031.9746	eV
HOMO-LUMO gap (alpha / beta)	6.758 / 5.682	eV
total charge	+2
multiplicity	5

XYZ file:
```
64
C25H28BN7O2Os, DFT wB97M-V/def2-TZVPD
H 1.2260 -2.7869 1.8903
N 2.6198 -1.4534 0.9989
B 4.6464 -0.2186 -0.0046
N 4.0026 -1.5027 0.6753
C 4.4653 -2.6877 1.0909
Os 1.5124 -0.1167 0.2712
H 5.5263 -2.8874 0.9573
C 3.4134 -3.4213 1.6602
H 3.4884 -4.4115 2.0626
C 2.2651 -2.6385 1.6037
H 5.8030 -0.3643 -0.2021
C -0.3465 3.3073 0.6706
H -1.0400 3.0870 -0.1350
H 0.2323 2.3228 0.6665
H 0.3806 4.0157 0.2994
N 4.3345 0.9707 0.9298
N 3.8983 0.0751 -1.3732
N 2.9897 1.2191 1.2536
N 2.4874 0.1556 -1.3510
C 5.1507 1.8465 1.5708
C 4.3001 0.2618 -2.6364
H 6.2410 1.7484 1.4334
H 5.3525 0.2369 -2.9048
C 4.3538 2.7104 2.2867
C 3.1760 0.5044 -3.4338
C 3.0138 2.3156 2.0670
C 2.0490 0.4648 -2.6219
H 4.7012 3.5540 2.9004
H 3.2077 0.6854 -4.4854
H 2.0683 2.7425 2.4225
H 0.9992 0.5824 -2.8629
H -0.9202 3.5785 1.4961
C -4.2918 -2.8939 -2.4994
C -3.6830 -1.5104 -2.4843
C -2.9813 -1.0501 -3.6077
C -2.3648 0.2014 -3.6075
C -2.4180 1.0021 -2.4749
C -3.0497 0.5092 -1.3094
N -2.9374 1.2591 -0.1283
C -2.6545 0.8017 1.1663
C -3.1321 1.5402 2.2602
C -2.8948 1.1682 3.5723
C -2.1529 0.0127 3.8091
C -1.6869 -0.7538 2.7437
C -1.8974 -0.3574 1.4196
C -1.2581 -1.1339 0.3121
O -1.6431 -2.2617 0.0284
O -0.2551 -0.5469 -0.3523
C -3.7998 -0.6904 -1.3451
C -4.6488 -1.0843 -0.1718
H -3.8617 -3.5185 -1.7018
H -5.3803 -2.8504 -2.3476
H -4.1186 -3.4228 -3.4467
H -2.8895 -1.6867 -4.4877
H -1.8246 0.5472 -4.4868
H -1.9039 1.9669 -2.4514
H -3.0456 2.2714 -0.2308
H -3.7267 2.4283 2.0625
H -3.2638 1.7741 4.4002
H -2.0045 -0.3178 4.8337
H -1.1484 -1.6790 2.9320
H -4.1161 -1.7343 0.5362
H -5.0522 -0.2371 0.3912
H -5.5125 -1.6492 -0.5304
```


2.
This record from the OMol25 dataset describes a molecular structure, C25H28BN8OS2W in a non-equilibrium geometry. The level of theory is wB97M-V/def2-TZVPD.

Summary:
E	-64506.0040	eV
HOMO-LUMO gap (alpha / beta)	5.713 / 5.713	eV
total charge	-1

XYZ file:
```
66
C25H28BN8OS2W, DFT wB97M-V/def2-TZVPD
W 0.5042 -0.5336 -0.3914
C 1.3162 0.3497 -2.2754
N 1.7709 1.2012 -1.4147
C 0.0794 2.5403 0.5685
C -0.0692 2.4786 2.2905
N -0.0629 1.0267 2.5814
C 0.8641 0.7687 3.6740
C -1.3683 0.4419 2.7870
C -2.5299 1.1219 3.5068
C -3.4491 0.3063 4.0171
C -3.7214 -1.1355 3.6637
C -2.9743 -2.0725 2.6238
C -1.5093 -1.8731 2.1377
S -0.1787 -2.6224 1.4543
C 3.1036 1.2424 -1.0195
C 3.7927 2.4435 -1.2166
C 5.1123 2.5934 -0.8206
C 5.7603 1.5353 -0.1967
C 5.0782 0.3512 0.0412
C 3.7480 0.1850 -0.3388
S 2.8767 -1.3082 -0.0024
H 0.4756 1.5756 -3.8785
H 0.5326 -0.6601 -1.9879
H 2.1405 -0.1634 -2.8051
H -0.9389 2.6391 0.1477
H 0.7651 3.3803 0.3546
H -0.9218 2.9806 2.7567
H 0.8592 2.8504 2.7276
H 0.6393 1.3454 4.5878
H 1.8713 1.0211 3.3395
H 0.8400 -0.2955 3.9178
H -2.5095 2.1529 3.8332
H -4.1759 0.6970 4.7225
H -4.3887 -1.6653 4.3497
H -3.3391 -3.0945 2.6959
H 3.2616 3.2540 -1.7018
H 5.6298 3.5295 -0.9932
H 6.7911 1.6358 0.1222
H 5.5710 -0.4679 0.5515
C 0.5854 -4.4734 -2.7365
C 1.3902 -3.6685 -1.9392
N 0.9016 -2.4243 -1.8123
N -0.4237 -2.5852 -2.2051
C -0.5423 -3.6989 -2.9372
B -1.6194 -1.4739 -2.1553
N -2.0578 -1.2129 -0.6536
C -3.2235 -1.4192 -0.0846
C -3.2876 -1.1414 1.3061
C -1.8741 -0.6117 1.5547
N -1.3093 -0.3095 0.2754
N -1.2781 -0.1492 -2.8703
C -1.8950 0.4738 -3.9246
C -1.5243 1.7546 -4.0623
C -0.3125 1.9607 -3.2201
N -0.2828 0.6558 -2.2612
H 0.8148 -5.4448 -3.1379
H 2.3907 -3.8650 -1.5824
H -1.4461 -3.8995 -3.4883
H -2.5098 -1.9802 -2.7995
H -4.0250 -1.8071 -0.7035
H -4.5071 -0.8492 2.9602
H -1.2702 -0.3024 3.5836
H -2.7202 -0.0349 -4.3994
H -2.0366 2.4926 -4.6563
H 0.1268 2.8929 -2.8864
O 0.6889 1.3648 0.4258
```


3.
This record from the OMol25 dataset describes a molecular structure, C25H28BaF6N5O6PS5 in a non-equilibrium geometry. The level of theory is wB97M-V/def2-TZVPD.

Summary:
⟨S²⟩	0.759
E	-126581.7782	eV
HOMO-LUMO gap (alpha / beta)	3.445 / 7.395	eV
total charge	-1
multiplicity	2

XYZ file:
```
77
C25H28BaF6N5O6PS5, DFT wB97M-V/def2-TZVPD
Ba 1.1213 -0.5777 0.9381
C 3.3169 3.0679 -4.1619
C 2.5129 4.0244 -3.5661
C 2.6711 4.3506 -2.2439
C 3.6537 3.6944 -1.4751
C 4.4714 2.7280 -2.0597
C 4.3236 2.4937 -3.4321
H 3.1419 2.6562 -5.1486
H 1.7054 4.4763 -4.1119
H 1.9378 5.0252 -1.7612
H 3.7284 3.8720 -0.3907
H 5.1174 2.1466 -1.4339
H 5.0238 1.8600 -3.9371
C -5.4387 0.7377 1.4952
C -5.0090 -0.5657 2.0927
O -3.6147 -0.7026 2.0848
P -2.7275 -1.5953 1.0847
S -1.1572 -1.9392 2.2009
S -2.9296 -0.8594 -0.7751
O -3.6259 -2.9383 1.0401
C -3.4489 -3.8916 -0.0569
C -4.5609 -3.7502 -1.0616
H -6.3950 0.6688 1.0249
H -4.7893 1.1288 0.7249
H -5.5565 1.5038 2.2483
H -5.5003 -1.3434 1.5156
H -5.3621 -0.5853 3.1459
H -3.4296 -4.8698 0.4480
H -2.4658 -3.7287 -0.5064
H -5.5328 -3.6050 -0.5915
H -4.5240 -4.6828 -1.6684
H -4.3209 -2.9730 -1.7934
F 3.2226 -0.1121 4.2513
C 4.0113 0.9223 3.9589
F 5.0197 0.9513 4.8096
F 3.2473 2.0549 4.1873
S 4.3845 0.9172 2.0789
O 5.8233 0.7582 1.9828
O 3.8589 2.2296 1.7049
N 3.5997 -0.1465 1.1234
S 4.3472 -1.6880 0.4359
O 5.2419 -2.4733 1.2580
O 3.0369 -2.2757 0.1611
C 5.3013 -1.2497 -1.2965
F 6.3286 -0.2794 -1.2067
F 5.8139 -2.3919 -1.7721
F 4.3895 -0.7831 -2.1760
N -0.2311 -4.3415 -5.5143
C -1.2557 -3.6818 -4.9831
S -2.7786 -3.6395 -5.5269
C -0.8107 -2.8661 -3.7538
C -1.1725 -1.5429 -3.5043
C -0.5761 -0.8211 -2.4940
N 0.3338 -1.3507 -1.6209
C 0.6169 -2.6491 -1.8076
C -0.0597 -3.4310 -2.7105
H -0.4195 -4.9554 -6.3080
H 0.6837 -4.0016 -5.2591
H -1.9074 -1.0898 -4.1393
H -0.7546 0.2297 -2.3263
H 1.3408 -3.0704 -1.1300
H 0.0539 -4.5776 -2.6422
N 0.1369 3.6646 3.2206
C 0.7881 2.5892 2.6777
N 0.1247 1.4548 2.7471
C -1.0897 1.8111 3.4112
C -2.2103 1.0563 3.6807
C -3.3833 1.7710 4.0678
C -3.3820 3.1174 4.3098
C -2.2167 3.8875 4.1638
C -1.1122 3.2091 3.6863
H 0.5553 4.5956 3.4318
H 1.7580 2.6573 2.2027
H -2.1669 -0.0188 3.6965
H -4.2890 1.1758 4.2918
H -4.3180 3.5963 4.4963
H -2.2219 4.9613 4.2672
```